{"formula": "C46H43N3O4RuTe", "method": "ωB97M-V/def2-TZVPD", "orbital_gap_ha": 0.248, "multiplicity": 1, "species": ["Ru", "C", "C", "C", "C", "C", "O", "C", "C", "C", "C", "C", "C", "C", "O", "C", "C", "C", "N", "C", "C", "Te", "C", "C", "C", "C", "C", "C", "C", "C", "C", "C", "C", "C", "H", "H", "H", "H", "H", "H", "H", "H", "H", "H", "H", "H", "H", "H", "H", "H", "H", "H", "H", "H", "H", "H", "H", "H", "C", "C", "C", "O", "C", "H", "H", "H", "H", "H", "H", "H", "H", "O", "N", "C", "C", "C", "C", "C", "H", "H", "H", "H", "H", "C", "C", "C", "C", "C", "C", "C", "C", "N", "H", "H", "H", "H", "H", "H"], "coordinates": [[1.123, 1.147, 0.071], [-5.932, -0.013, 0.069], [-4.520, 0.505, 0.149], [-4.248, 1.808, 0.584], [-2.963, 2.281, 0.658], [-2.734, 3.648, 1.227], [-3.110, 4.648, 0.649], [-2.124, 3.743, 2.592], [-1.698, 4.983, 3.063], [-1.123, 5.093, 4.318], [-0.989, 3.966, 5.121], [-1.440, 2.735, 4.671], [-2.006, 2.626, 3.409], [-1.842, 1.499, 0.250], [-0.681, 2.068, 0.286], [-2.105, 0.171, -0.193], [-3.448, -0.272, -0.218], [-1.071, -0.757, -0.653], [0.208, -0.583, -0.506], [1.106, -1.567, -1.131], [1.567, -1.050, -2.486], [3.128, -2.230, -3.352], [1.846, -3.822, -3.884], [1.303, -3.885, -5.164], [0.450, -4.926, -5.508], [0.134, -5.905, -4.578], [0.674, -5.845, -3.301], [1.532, -4.810, -2.955], [-1.572, -2.003, -1.326], [-1.920, -1.983, -2.671], [-2.385, -3.134, -3.291], [-2.523, -4.307, -2.564], [-2.184, -4.331, -1.218], [-1.704, -3.184, -0.602], [-6.593, 0.546, 0.732], [-5.985, -1.065, 0.352], [-6.333, 0.075, -0.944], [-5.063, 2.454, 0.895], [-1.830, 5.854, 2.434], [-0.782, 6.057, 4.675], [-0.537, 4.051, 6.101], [-1.344, 1.856, 5.295], [-2.367, 1.669, 3.058], [-3.651, -1.283, -0.545], [0.625, -2.534, -1.264], [1.948, -1.717, -0.468], [1.957, -0.035, -2.400], [0.746, -1.054, -3.203], [1.543, -3.120, -5.891], [0.033, -4.970, -6.507], [-0.530, -6.716, -4.848], [0.431, -6.605, -2.570], [1.963, -4.779, -1.963], [-1.835, -1.058, -3.230], [-2.644, -3.113, -4.342], [-2.892, -5.203, -3.046], [-2.290, -5.243, -0.645], [-1.432, -3.199, 0.448], [5.587, 0.838, -0.097], [5.158, -0.067, 1.055], [3.870, -0.644, 0.507], [3.253, 0.433, -0.234], [4.257, 1.432, -0.535], [6.039, 0.246, -0.895], [6.293, 1.611, 0.200], [4.960, 0.523, 1.953], [5.886, -0.841, 1.296], [3.165, -0.974, 1.264], [4.081, -1.467, -0.183], [4.012, 2.339, 0.012], [4.208, 1.644, -1.606], [2.003, 3.142, 0.318], [1.298, 3.990, -0.408], [1.522, 4.072, -1.732], [0.794, 4.939, -2.512], [-0.182, 5.730, -1.923], [-0.394, 5.627, -0.560], [0.360, 4.741, 0.183], [2.295, 3.412, -2.095], [0.993, 4.983, -3.573], [-0.773, 6.410, -2.520], [-1.167, 6.194, -0.064], [0.251, 4.567, 1.241], [1.399, 1.085, 2.126], [1.008, -0.226, 2.699], [-0.318, -0.678, 2.621], [-0.689, -1.929, 3.061], [0.265, -2.787, 3.617], [1.579, -2.348, 3.750], [1.933, -1.084, 3.307], [-0.109, -4.105, 4.043], [-0.405, -5.167, 4.374], [2.435, 1.329, 2.389], [0.752, 1.885, 2.496], [-1.057, -0.036, 2.164], [-1.718, -2.257, 2.975], [2.316, -2.997, 4.204], [2.955, -0.747, 3.438]], "atomic_forces_ev_per_a": [[-0.2, 0.4, 0.1], [0.0, 0.0, 0.0], [0.0, 0.0, 0.0], [0.0, 0.0, 0.0], [0.1, 0.0, 0.0], [-0.2, 0.0, 0.1], [0.1, 0.0, 0.0], [0.1, 0.0, 0.0], [0.0, 0.0, 0.0], [0.0, 0.0, 0.0], [0.0, 0.0, 0.0], [0.0, 0.0, 0.0], [0.0, 0.0, 0.0], [-0.1, 0.0, 0.0], [0.3, -0.1, -0.1], [0.0, 0.0, 0.0], [0.0, 0.0, 0.0], [-0.1, -0.1, 0.0], [0.0, 0.1, -0.1], [0.0, -0.1, 0.0], [0.0, 0.0, 0.0], [0.0, 0.0, 0.0], [0.0, 0.0, 0.0], [0.0, 0.0, 0.0], [0.0, 0.0, 0.0], [0.0, 0.0, 0.0], [0.0, 0.0, 0.0], [0.0, 0.0, 0.0], [0.0, 0.0, 0.0], [0.0, 0.0, 0.0], [0.0, 0.0, 0.0], [0.0, 0.0, 0.0], [0.0, 0.0, 0.0], [0.0, 0.0, 0.0], [0.0, 0.0, 0.0], [0.0, 0.0, 0.0], [0.0, 0.0, 0.0], [0.0, 0.0, 0.0], [0.0, 0.0, 0.0], [0.0, 0.0, 0.0], [0.0, 0.0, 0.0], [0.0, 0.0, 0.0], [0.0, 0.0, 0.0], [0.0, 0.0, 0.0], [0.0, 0.0, 0.0], [0.1, 0.0, 0.1], [0.0, 0.0, 0.0], [0.0, 0.0, 0.0], [0.0, 0.0, 0.0], [0.0, 0.0, 0.0], [0.0, 0.0, 0.0], [0.0, 0.0, 0.0], [0.0, 0.0, 0.0], [0.0, 0.0, 0.0], [0.0, 0.0, 0.0], [0.0, 0.0, 0.0], [0.0, 0.0, 0.0], [0.0, 0.0, 0.0], [0.0, 0.0, 0.0], [0.0, 0.0, 0.0], [0.0, 0.0, 0.0], [0.0, 0.0, 0.0], [0.0, 0.0, -0.1], [0.0, 0.0, 0.0], [0.0, 0.0, 0.0], [0.0, 0.0, 0.0], [0.0, 0.0, 0.0], [0.0, 0.0, -0.1], [0.0, 0.0, 0.0], [0.0, 0.0, 0.0], [0.0, 0.0, 0.0], [-0.1, 0.0, 0.0], [0.1, 0.0, 0.0], [0.0, 0.0, 0.0], [0.0, 0.0, 0.0], [0.0, 0.0, 0.0], [0.0, 0.0, 0.0], [0.0, 0.0, 0.0], [0.0, 0.0, 0.0], [0.0, 0.0, 0.0], [0.0, 0.0, 0.0], [0.0, 0.0, 0.0], [0.0, 0.0, 0.0], [-0.1, -0.3, -0.2], [0.0, 0.0, 0.1], [0.0, 0.0, 0.0], [0.0, 0.0, 0.0], [0.0, 0.0, 0.0], [0.0, 0.0, 0.0], [0.0, 0.0, 0.0], [0.0, 0.0, 0.0], [0.0, 0.0, 0.0], [0.0, 0.0, 0.0], [0.0, 0.0, 0.0], [0.0, 0.0, 0.0], [0.0, 0.0, 0.0], [0.0, 0.0, 0.0], [0.0, 0.0, 0.0]], "mulliken_charge": [0.1948, -1.7728, -0.1843, -0.5092, 1.0092, -0.5003, -0.6868, 0.6710, -0.3949, -0.6251, -0.5167, -0.6783, -0.0866, -0.3436, -0.5075, 1.1936, -1.0050, 0.4536, 0.7640, -0.6887, -1.3236, 0.2111, -0.1024, -0.3352, -0.5763, -0.4124, -0.5853, -0.1929, -0.7130, 0.1333, -1.0634, -0.4901, -0.9947, 0.2702, 0.3973, 0.4096, 0.3068, 0.4344, 0.4557, 0.4174, 0.3999, 0.4381, 0.3239, 0.4486, 0.3958, 0.4796, 0.2116, 0.5499, 0.3893, 0.3943, 0.4392, 0.3928, 0.4033, 0.5528, 0.4007, 0.4025, 0.4716, 0.5017, -0.6140, -0.8906, -0.2210, 0.7551, -0.4155, 0.3014, 0.4074, 0.2834, 0.4629, -0.3418, 0.4733, 0.1711, 0.2151, -0.6775, 0.3976, -0.0645, -0.8287, -0.4871, -0.5742, -0.2958, 0.3835, 0.4416, 0.4135, 0.3911, 0.8022, -0.5789, 0.2904, 0.1181, -1.1525, 0.3259, -0.9229, -0.4184, -0.0600, -0.5765, 0.6450, 0.2065, 0.5177, 0.5683, 0.5137, 0.4062]}

---

{"formula": "C46H45BN9O4ScTe", "method": "ωB97M-V/def2-TZVPD", "total_charge": 1, "orbital_gap_ha": [0.219, 0.299], "multiplicity": 2, "species": ["Sc", "C", "N", "C", "N", "C", "N", "C", "C", "C", "C", "C", "C", "C", "N", "N", "C", "O", "C", "C", "C", "C", "C", "C", "N", "C", "N", "C", "N", "C", "H", "H", "H", "H", "H", "H", "H", "H", "H", "H", "H", "H", "H", "H", "H", "H", "O", "B", "O", "C", "C", "C", "C", "C", "C", "H", "H", "H", "H", "C", "C", "O", "N", "Te", "C", "C", "C", "C", "C", "C", "C", "C", "C", "C", "C", "C", "C", "C", "C", "C", "C", "C", "H", "H", "H", "H", "H", "H", "H", "H", "H", "H", "H", "H", "H", "H", "H", "H", "H", "H", "H", "H", "H", "H", "H", "H", "H"], "coordinates": [[-0.015, 0.398, 0.618], [-3.497, 4.454, -1.479], [-2.382, 3.842, -0.768], [-2.171, 2.561, -0.486], [-1.033, 2.432, 0.185], [-0.581, 3.715, 0.269], [-1.366, 4.596, -0.295], [-3.438, 4.274, -2.977], [-4.625, 4.383, -3.695], [-4.619, 4.294, -5.079], [-3.428, 4.085, -5.754], [-2.244, 3.964, -5.036], [-2.244, 4.062, -3.648], [-1.001, 3.735, -5.773], [-0.819, 3.728, -7.043], [0.533, 3.450, -7.246], [1.052, 3.316, -6.080], [0.144, 3.481, -5.079], [2.436, 2.988, -5.740], [3.376, 2.889, -6.765], [4.678, 2.534, -6.463], [5.043, 2.273, -5.148], [4.111, 2.385, -4.127], [4.523, 2.119, -2.702], [3.514, 1.348, -1.986], [2.613, 1.792, -1.113], [1.751, 0.828, -0.827], [2.183, -0.206, -1.608], [3.239, 0.070, -2.324], [2.805, 2.747, -4.427], [-3.464, 5.509, -1.205], [-4.420, 4.036, -1.078], [-2.835, 1.760, -0.771], [0.333, 3.991, 0.770], [-5.559, 4.538, -3.168], [-5.545, 4.380, -5.630], [-3.408, 4.010, -6.832], [-1.314, 3.982, -3.101], [3.072, 3.078, -7.785], [5.410, 2.446, -7.254], [6.058, 1.972, -4.920], [4.648, 3.046, -2.138], [5.462, 1.570, -2.661], [2.626, 2.792, -0.711], [1.694, -1.167, -1.629], [2.058, 2.816, -3.645], [-1.804, -1.118, -2.044], [-1.493, -1.064, -0.672], [-2.197, -2.112, -0.023], [-2.901, -2.781, -0.998], [-3.729, -3.874, -0.873], [-4.318, -4.348, -2.044], [-4.078, -3.744, -3.273], [-3.238, -2.637, -3.386], [-2.664, -2.180, -2.221], [-3.916, -4.336, 0.087], [-4.977, -5.205, -1.995], [-4.554, -4.141, -4.159], [-3.042, -2.160, -4.335], [-1.826, 2.507, 3.654], [-1.520, 1.037, 3.660], [-2.117, 0.259, 4.435], [-0.583, 0.556, 2.826], [-0.823, -1.422, 3.159], [-0.340, -2.244, 5.059], [0.887, -2.172, 5.720], [1.994, -1.248, 5.316], [1.064, -2.961, 6.852], [0.066, -3.791, 7.342], [0.293, -4.634, 8.562], [-1.157, -3.802, 6.686], [-1.389, -3.039, 5.549], [-2.761, -3.087, 4.924], [0.957, -1.800, 2.045], [2.065, -0.930, 1.846], [2.264, 0.461, 2.410], [3.157, -1.420, 1.111], [3.200, -2.688, 0.572], [4.380, -3.145, -0.235], [2.102, -3.519, 0.777], [0.993, -3.107, 1.493], [-0.112, -4.114, 1.678], [-1.734, 2.889, 4.670], [-2.864, 2.648, 3.349], [-1.171, 3.062, 2.990], [1.615, -0.234, 5.189], [2.476, -1.562, 4.390], [2.754, -1.216, 6.095], [2.011, -2.908, 7.376], [1.277, -4.451, 8.990], [0.223, -5.696, 8.322], [-0.456, -4.423, 9.327], [-1.966, -4.412, 7.072], [-3.443, -3.619, 5.586], [-2.762, -3.615, 3.967], [-3.171, -2.090, 4.762], [1.928, 0.570, 3.432], [1.732, 1.267, 1.872], [3.316, 0.732, 2.341], [4.007, -0.761, 0.970], [5.318, -2.851, 0.237], [4.361, -2.696, -1.231], [4.384, -4.227, -0.355], [2.114, -4.523, 0.368], [-0.123, -4.801, 0.832], [-1.107, -3.675, 1.711], [0.047, -4.702, 2.586]], "atomic_forces_ev_per_a": [[0.4, 0.2, 0.5], [0.0, 0.0, 0.1], [0.0, 0.1, 0.0], [0.0, -0.1, 0.0], [0.0, 0.0, -0.2], [0.0, 0.0, 0.0], [0.0, 0.0, 0.0], [-0.1, 0.0, 0.0], [0.1, 0.0, 0.0], [0.0, 0.0, 0.0], [-0.1, 0.0, 0.0], [0.1, 0.0, -0.1], [-0.1, 0.0, 0.0], [0.0, 0.0, 0.2], [0.3, 0.0, -0.1], [-0.3, 0.1, 0.0], [0.1, 0.0, 0.2], [0.0, 0.0, -0.2], [-0.1, 0.0, -0.2], [0.0, 0.0, 0.0], [0.0, 0.0, 0.0], [0.0, 0.0, 0.0], [0.1, 0.0, -0.1], [0.0, 0.0, 0.2], [-0.1, 0.0, 0.0], [0.0, 0.0, 0.1], [0.0, -0.1, -0.1], [0.0, -0.2, 0.0], [0.1, 0.1, 0.0], [0.0, 0.0, 0.1], [0.0, 0.0, 0.0], [0.0, 0.0, 0.0], [0.0, 0.0, 0.0], [0.0, 0.0, 0.0], [0.0, 0.0, 0.0], [0.0, 0.0, 0.0], [0.0, 0.0, 0.0], [0.0, 0.0, 0.0], [0.0, 0.0, 0.0], [0.0, 0.0, 0.0], [0.0, 0.0, 0.0], [0.0, 0.0, 0.0], [0.0, 0.0, 0.0], [0.0, 0.0, 0.0], [0.0, 0.0, 0.0], [0.0, 0.0, 0.0], [-0.1, -0.1, 0.0], [0.0, 0.1, 0.2], [-0.1, -0.1, -0.2], [0.0, 0.0, 0.1], [0.0, 0.0, 0.0], [0.0, 0.0, 0.0], [0.0, 0.0, 0.0], [0.0, 0.0, 0.0], [0.1, 0.1, 0.0], [0.0, 0.0, 0.0], [0.0, 0.0, 0.0], [0.0, 0.0, 0.0], [0.0, 0.0, 0.0], [-0.1, 0.0, 0.1], [0.1, 0.1, -0.1], [0.0, 0.0, 0.0], [-0.1, -0.2, 0.0], [0.0, -0.1, -0.2], [0.1, 0.1, 0.0], [-0.1, -0.1, 0.1], [0.1, 0.1, 0.0], [0.0, 0.0, 0.0], [0.0, 0.0, 0.0], [0.0, 0.0, 0.1], [0.0, 0.0, 0.0], [0.0, 0.0, 0.0], [-0.1, 0.0, 0.0], [-0.1, 0.0, 0.0], [0.0, 0.0, -0.1], [-0.2, 0.2, 0.0], [-0.1, 0.1, 0.0], [0.1, 0.0, 0.0], [0.1, 0.0, 0.0], [-0.1, 0.0, 0.0], [0.1, 0.1, -0.1], [0.0, -0.1, -0.1], [0.0, 0.0, 0.0], [0.0, 0.0, 0.0], [0.0, 0.0, 0.0], [0.0, 0.0, 0.0], [0.0, 0.0, 0.0], [0.0, 0.0, 0.0], [0.0, 0.0, 0.0], [0.0, 0.0, 0.0], [0.0, 0.0, 0.0], [0.0, 0.0, 0.0], [0.0, 0.0, 0.0], [0.0, 0.0, 0.0], [0.0, 0.0, 0.0], [0.0, 0.0, 0.0], [0.0, 0.0, 0.0], [0.1, 0.0, 0.0], [0.0, -0.1, 0.1], [0.0, 0.0, 0.0], [0.0, 0.0, 0.0], [0.0, 0.0, 0.0], [0.0, 0.0, 0.0], [0.0, 0.0, 0.0], [0.1, -0.1, 0.1], [0.0, 0.1, 0.0], [0.0, 0.0, 0.0]], "mulliken_charge": [-0.1905, -1.3363, 0.8889, -0.6508, 0.7111, -0.9422, -0.9158, 1.0921, -0.9017, -0.6993, -0.9727, -0.1129, -0.0078, 0.6156, -0.4662, -0.4754, 0.6290, -0.2414, -0.0783, -0.9508, -0.7349, -0.8810, 1.0682, -1.1016, 0.9027, -0.6689, 0.9023, -1.0983, -0.8440, -0.2438, 0.3050, 0.4994, 0.5115, 0.6460, 0.4587, 0.4143, 0.5355, 0.6345, 0.5410, 0.4143, 0.4094, 0.2175, 0.4811, 0.4265, 0.7058, 0.7742, -0.1963, 0.1000, 0.3672, 0.7110, -0.9998, -0.6551, -0.5054, -1.1635, 0.5738, 0.4884, 0.4106, 0.4084, 0.5140, -1.2429, 0.4916, -0.5868, -0.1016, 1.1817, 0.7465, 0.8069, -1.1722, -1.0055, 0.5086, -1.5902, -0.9150, 0.7249, -1.9114, 0.7440, 2.2161, -1.4092, -0.9460, 0.1412, -1.6545, -0.9144, 0.4289, -2.2897, 0.3867, 0.3283, 0.1839, 0.1675, 0.1477, 0.4787, 0.3128, 0.3458, 0.3386, 0.3706, 0.4172, 0.4572, 0.3681, 0.3000, -0.1472, 0.1984, 0.5914, 0.4095, 0.3682, 0.2955, 0.4023, 0.4823, 0.5556, 0.2620, 0.4047]}